Record 1
# C53H62CaFN3O4P2SeSi

C53H62CaFN3O4P2SeSi as an isolated structure (ωB97M-V/def2-TZVPD, OMol25).

```
128
Properties=species:S:1:pos:R:3:forces:R:3
Ca 0.1849 -0.1670 -0.0051 -0.1 -0.1 0.3
C 1.5882 -2.9949 7.8241 0.0 0.0 0.0
C 1.6718 -3.0453 6.2949 0.0 0.0 0.0
C 2.4154 -4.3285 5.8763 0.0 0.0 0.0
C 0.2887 -3.0708 5.6677 0.0 0.0 0.0
C -0.7709 -3.7068 6.2998 0.1 0.0 0.0
C -2.0056 -3.8373 5.6921 0.0 0.0 0.0
C -2.1693 -3.3543 4.4123 0.0 0.0 0.0
C -1.1368 -2.7141 3.7270 -0.1 -0.1 0.2
P -1.4777 -2.2681 1.9756 0.2 0.3 -0.3
C -1.9720 -3.9202 1.3583 0.1 -0.1 0.0
C -0.9508 -4.6566 0.7567 -0.1 0.0 -0.1
C -1.1818 -5.9496 0.3106 0.0 0.0 0.0
C -2.4365 -6.5216 0.4547 0.0 -0.1 0.0
C -3.4590 -5.7947 1.0460 -0.1 0.0 0.0
C -3.2295 -4.5033 1.4922 0.0 0.0 0.1
C -3.0450 -1.3549 2.1425 -0.1 -0.1 0.1
C -3.1957 -0.4168 3.1603 0.0 0.1 0.0
C -4.3210 0.3927 3.2129 0.0 0.0 0.0
C -5.3133 0.2738 2.2502 0.0 0.0 0.0
C -5.1675 -0.6545 1.2278 -0.1 0.0 0.0
C -4.0392 -1.4591 1.1694 0.0 0.0 -0.1
C 0.0841 -2.5483 4.3863 -0.1 -0.1 0.0
O 1.1002 -1.8819 3.7266 0.0 0.0 -0.1
C 2.1329 -1.3545 4.4751 0.1 0.0 0.0
C 2.8993 -0.3376 3.9024 0.1 0.2 0.2
C 3.9558 0.1928 4.6433 0.0 0.0 0.0
C 4.2549 -0.2662 5.9078 0.0 0.0 0.0
C 3.4933 -1.2904 6.4423 0.0 0.0 0.0
C 2.4307 -1.8516 5.7461 0.0 0.0 0.0
P 2.6537 0.3319 2.2167 -0.2 -0.2 -0.3
C 4.3906 0.2831 1.6346 0.0 -0.1 0.0
C 5.2734 1.3572 1.6083 0.0 0.0 0.0
C 6.5584 1.2014 1.1078 0.0 0.0 0.0
C 6.9827 -0.0306 0.6356 0.0 0.0 0.0
C 6.1176 -1.1148 0.6761 0.0 0.0 0.0
C 4.8339 -0.9545 1.1678 0.0 0.0 0.0
C 2.3405 2.0950 2.5280 0.0 0.1 0.0
C 1.7755 2.5478 3.7148 0.0 0.0 0.0
C 1.4424 3.8861 3.8696 0.0 0.0 0.0
C 1.6755 4.7873 2.8444 0.0 0.0 0.0
C 2.2353 4.3433 1.6530 0.0 0.0 0.0
C 2.5546 3.0046 1.4901 0.0 0.0 0.0
H 1.0815 -3.8742 8.2168 0.0 0.0 0.0
H 1.0574 -2.1050 8.1633 0.0 0.0 0.0
H 2.5797 -3.0016 8.2728 0.0 0.0 0.0
H 1.8838 -5.2093 6.2405 0.0 0.0 0.0
H 3.4270 -4.3315 6.2864 0.0 0.0 0.0
H 2.4867 -4.3979 4.7897 0.0 0.0 0.0
H -0.6287 -4.1208 7.2872 0.0 0.0 0.0
H -2.8208 -4.3305 6.2040 0.0 0.0 0.0
H -3.1233 -3.4753 3.9177 0.0 0.0 0.0
H 0.0267 -4.2082 0.6272 0.0 0.0 0.0
H -0.3781 -6.5059 -0.1551 0.0 0.0 0.0
H -2.6165 -7.5294 0.1024 0.0 0.0 0.0
H -4.4439 -6.2311 1.1570 0.0 0.0 0.0
H -4.0412 -3.9507 1.9475 0.0 0.0 0.0
H -2.4215 -0.2977 3.9075 0.0 0.0 0.0
H -4.4160 1.1225 4.0065 0.0 0.0 0.0
H -6.1931 0.9028 2.2919 0.0 0.0 0.0
H -5.9284 -0.7553 0.4637 0.0 0.0 0.0
H -3.9385 -2.1547 0.3424 0.0 0.0 0.0
H 4.5549 0.9802 4.2041 0.0 0.0 0.0
H 5.0792 0.1551 6.4670 0.0 0.0 0.0
H 3.7443 -1.6691 7.4223 0.0 0.0 0.0
H 4.9666 2.3257 1.9796 0.0 0.0 0.0
H 7.2281 2.0518 1.0873 0.0 0.0 0.0
H 7.9814 -0.1465 0.2355 0.0 0.0 0.0
H 6.4366 -2.0825 0.3109 0.0 0.0 0.0
H 4.1708 -1.8133 1.1940 0.0 0.0 0.0
H 1.5843 1.8527 4.5223 0.0 0.0 0.0
H 0.9972 4.2210 4.7977 0.0 0.0 0.0
H 1.4205 5.8317 2.9682 0.0 0.0 0.0
H 2.4210 5.0401 0.8447 0.0 0.0 0.0
H 2.9726 2.6672 0.5474 0.0 0.0 0.0
O -2.1319 0.4020 -0.3376 -0.1 0.3 0.5
H -3.0709 0.1847 -0.2763 0.0 -0.3 -0.3
H -1.9792 0.8942 0.4961 0.1 0.0 0.0
O 1.5005 -2.4141 0.6388 -0.1 0.2 -0.2
H 2.2505 -2.0512 0.1416 0.0 0.0 0.0
H 1.5919 -2.0936 1.5495 0.0 -0.1 0.0
O -0.0185 2.3821 -0.1745 0.3 -0.1 0.3
H 0.6974 3.0223 -0.2326 0.0 0.0 -0.2
H -0.1133 2.2121 0.7944 -0.2 0.0 -0.2
N -1.6551 -1.1649 -3.0164 -0.1 0.0 0.1
C -2.8163 -1.7748 -2.5750 0.0 -0.1 0.0
C -2.8215 -3.1314 -2.2367 -0.1 0.0 0.0
C -4.0005 -3.7640 -1.8752 0.1 0.0 0.0
C -5.1968 -3.0638 -1.8252 -0.1 0.0 0.0
C -5.1910 -1.7115 -2.1469 -0.1 0.0 0.0
C -4.0231 -1.0662 -2.5135 0.0 0.0 0.0
H -0.7916 -1.6403 -2.8071 0.1 0.1 -0.1
H -1.6199 -0.1547 -2.9456 0.0 0.0 0.0
H -1.8967 -3.6970 -2.2690 0.0 0.0 0.0
H -3.9720 -4.8174 -1.6267 0.0 0.0 0.0
H -6.1174 -3.5601 -1.5472 0.0 0.0 0.0
H -6.1162 -1.1474 -2.1192 0.0 0.0 0.0
H -4.0292 -0.0146 -2.7725 0.0 0.0 0.0
F -0.4958 0.8743 1.7700 -0.1 0.0 0.2
C -1.5045 1.7435 -5.8147 0.0 0.0 0.0
N -2.2183 2.9686 -5.5141 -0.1 0.1 0.0
C -2.5101 3.9680 -6.4184 -0.1 0.2 0.0
C -3.1302 4.9554 -5.7371 0.0 -0.1 -0.2
N -3.2072 4.5502 -4.4207 0.1 0.0 -0.1
C -3.7671 5.3077 -3.3230 0.0 0.0 0.0
C -2.6348 3.3334 -4.2778 0.1 -0.3 0.3
Se -2.4312 2.3945 -2.7014 0.0 0.2 -0.2
H -1.7018 1.4708 -6.8491 0.0 0.0 0.0
H -1.8587 0.9600 -5.1488 0.0 0.0 0.0
H -0.4342 1.8751 -5.6583 0.0 0.0 0.0
H -2.2635 3.8803 -7.4608 0.0 0.0 0.0
H -3.5304 5.8967 -6.0669 0.0 0.0 0.0
H -4.2230 6.2094 -3.7250 0.0 0.0 0.0
H -2.9835 5.5656 -2.6116 0.0 0.0 0.0
H -4.5141 4.7064 -2.8081 0.0 0.0 0.0
C 3.4763 1.3562 -1.9645 0.0 -0.1 -0.1
Si 2.2557 -0.1148 -2.1640 0.1 0.0 0.0
C 3.4689 -1.5765 -2.4667 0.0 0.0 0.0
C 1.5533 0.2311 -3.9145 0.0 0.0 0.0
H 4.2142 1.3576 -2.7741 0.0 0.0 0.0
H 4.0275 1.3132 -1.0212 0.0 0.0 0.0
H 2.9458 2.3125 -2.0034 0.0 0.0 0.0
H 4.0556 -1.4274 -3.3796 0.0 0.0 0.0
H 2.9551 -2.5374 -2.5572 0.0 0.0 0.0
H 4.1828 -1.6640 -1.6409 0.0 0.0 0.0
H 2.3613 0.4509 -4.6214 0.0 0.0 0.0
H 0.8787 1.0910 -3.8896 0.0 0.0 0.0
H 0.9849 -0.6137 -4.3134 0.0 0.0 0.0
```
Positions in Å, forces in eV/Å.

Output
* ΔE to the lowest compared entry with this formula, charge and spin: 5.0 kcal per mole
* LUMO: 0.60 eV
* orbital gap: 6.68 eV

---

Record 2
# C53H62CaFN3O4P2SeSi

C53H62CaFN3O4P2SeSi as an isolated structure (ωB97M-V/def2-TZVPD, OMol25).

```
128
Properties=species:S:1:pos:R:3:forces:R:3
Ca -0.6556 -1.3954 -0.9359 -0.9 0.3 0.8
C 1.2568 -2.5927 7.9800 0.0 0.0 0.0
C 1.4626 -2.8469 6.4805 0.0 0.0 -0.1
C 2.1722 -4.1997 6.2865 0.0 0.0 0.0
C 0.1201 -2.8987 5.7661 0.0 -0.1 0.2
C -0.9417 -3.6233 6.2973 -0.1 0.0 -0.1
C -2.1582 -3.7305 5.6380 0.1 0.1 0.0
C -2.3081 -3.1262 4.4021 0.0 -0.1 0.1
C -1.2636 -2.4143 3.8256 -0.1 0.0 -0.1
P -1.4551 -1.7665 2.1202 -0.2 0.1 0.1
C -1.6936 -3.3629 1.2387 0.1 0.0 0.0
C -0.5313 -3.8860 0.6649 0.0 0.0 0.0
C -0.5437 -5.1146 0.0160 0.0 0.0 0.0
C -1.7245 -5.8329 -0.0642 0.0 0.0 0.0
C -2.8866 -5.3231 0.5036 0.0 0.0 0.0
C -2.8751 -4.0984 1.1494 0.0 0.0 0.0
C -3.1332 -1.0385 2.2246 0.0 0.0 -0.1
C -3.4709 -0.2627 3.3339 0.0 0.0 0.0
C -4.6732 0.4264 3.3769 0.0 0.0 0.0
C -5.5565 0.3519 2.3080 0.0 0.0 0.0
C -5.2262 -0.4075 1.1951 0.0 0.0 0.0
C -4.0197 -1.0916 1.1498 0.0 0.0 0.0
C -0.0681 -2.2881 4.5305 0.1 0.1 0.0
O 0.9121 -1.5427 3.9346 -0.1 0.0 -0.1
C 2.0147 -1.1564 4.6561 -0.1 0.0 0.0
C 2.8060 -0.1564 4.0902 0.0 0.1 0.0
C 3.9629 0.2213 4.7612 0.0 0.0 0.1
C 4.3165 -0.3613 5.9666 -0.1 0.0 0.0
C 3.4926 -1.3330 6.5132 0.1 0.0 -0.1
C 2.3263 -1.7463 5.8769 0.0 0.0 0.1
P 2.3300 0.6703 2.5090 0.0 0.0 -0.1
C 3.9401 0.5489 1.6355 0.0 -0.1 -0.1
C 5.0048 1.4360 1.7874 0.0 0.0 0.0
C 6.2047 1.2182 1.1265 0.0 0.0 0.0
C 6.3599 0.1070 0.3098 0.0 0.0 0.0
C 5.3072 -0.7817 0.1510 0.0 0.0 0.0
C 4.1024 -0.5590 0.8032 0.1 0.1 0.0
C 2.3292 2.4250 3.0505 -0.1 0.0 0.0
C 1.9278 2.7996 4.3320 0.0 0.0 0.0
C 1.8370 4.1392 4.6856 0.0 0.0 0.0
C 2.1597 5.1281 3.7671 0.0 0.0 0.0
C 2.5447 4.7663 2.4830 0.0 0.0 0.0
C 2.6043 3.4291 2.1202 -0.1 0.0 0.0
H 0.6660 -3.3864 8.4353 0.0 0.0 0.0
H 0.7460 -1.6435 8.1458 0.0 0.0 0.0
H 2.2089 -2.5681 8.5076 0.0 0.0 0.0
H 1.5754 -5.0082 6.7129 0.0 0.0 0.0
H 3.1477 -4.1916 6.7761 0.0 0.0 0.0
H 2.3235 -4.4073 5.2263 0.0 0.0 0.0
H -0.8162 -4.1280 7.2461 0.0 0.0 0.0
H -2.9714 -4.2928 6.0760 0.0 0.0 0.0
H -3.2504 -3.2080 3.8737 0.0 0.0 0.0
H 0.4047 -3.3336 0.7471 0.0 0.0 0.0
H 0.3639 -5.5008 -0.4285 0.0 0.0 0.0
H -1.7457 -6.7846 -0.5782 0.0 0.0 0.0
H -3.8112 -5.8810 0.4325 0.0 0.0 0.0
H -3.7934 -3.7093 1.5706 0.0 0.0 0.0
H -2.7910 -0.2006 4.1760 0.0 0.0 0.0
H -4.9221 1.0169 4.2493 0.0 0.0 0.0
H -6.4985 0.8847 2.3424 0.0 0.0 0.0
H -5.9035 -0.4654 0.3526 0.0 0.0 0.0
H -3.7773 -1.6630 0.2615 0.0 0.0 0.0
H 4.5929 0.9903 4.3319 0.0 0.0 0.0
H 5.2198 -0.0590 6.4789 0.0 0.0 0.0
H 3.7764 -1.7921 7.4513 0.0 0.0 0.0
H 4.9020 2.3086 2.4207 0.0 0.0 0.0
H 7.0197 1.9203 1.2495 0.0 0.0 0.0
H 7.2965 -0.0608 -0.2063 0.0 0.0 0.0
H 5.4180 -1.6437 -0.4945 0.0 0.0 0.0
H 3.2703 -1.2302 0.6500 -0.1 -0.1 0.0
H 1.6958 2.0405 5.0697 0.0 0.0 0.0
H 1.5289 4.4091 5.6878 0.0 0.0 0.0
H 2.1137 6.1719 4.0501 0.0 0.0 0.0
H 2.8132 5.5291 1.7613 0.0 0.0 0.0
H 2.8843 3.1608 1.1075 0.0 0.0 0.0
O -2.1506 0.4478 -0.6122 0.2 -0.3 0.2
H -2.1201 1.0415 -1.3917 -0.1 0.1 -0.1
H -1.8805 1.0061 0.1540 0.0 -0.1 -0.1
O 0.9018 1.7584 -0.8346 0.0 0.0 0.3
H 0.3842 1.8455 -1.6523 0.0 -0.1 0.0
H 1.0789 0.8008 -0.6859 0.1 0.0 -0.1
O -0.9381 2.0020 1.3260 0.1 -0.1 -0.2
H -0.2420 2.0620 0.6314 0.0 0.0 0.2
H -0.5407 1.4524 2.0128 0.1 0.0 0.0
N 2.6942 -0.3760 -3.1275 0.2 0.0 -0.1
C 1.8969 -0.0816 -4.2261 0.0 0.0 0.0
C 1.6361 -1.0491 -5.2000 0.0 0.0 0.0
C 0.8836 -0.7347 -6.3181 0.0 0.0 0.0
C 0.3660 0.5427 -6.4923 0.0 0.0 0.0
C 0.6169 1.5039 -5.5236 0.0 0.0 0.0
C 1.3787 1.2025 -4.4054 0.0 0.0 0.0
H 2.7520 -1.3513 -2.8843 -0.1 0.0 0.0
H 2.5547 0.2004 -2.3123 0.0 -0.1 0.0
H 2.0273 -2.0519 -5.0703 0.0 0.0 0.0
H 0.6881 -1.5027 -7.0561 0.0 0.0 0.0
H -0.2354 0.7790 -7.3594 0.0 0.0 0.0
H 0.2107 2.5022 -5.6317 0.0 0.0 0.0
H 1.5842 1.9658 -3.6625 0.0 0.0 0.0
F 1.2434 -0.9131 -0.5735 1.2 0.4 0.2
C 0.3169 4.8898 -1.1943 0.0 0.0 0.0
N -0.9805 4.6218 -0.5959 0.1 0.0 0.0
C -1.3934 5.1096 0.6277 0.0 0.0 0.0
C -2.6042 4.5775 0.8742 0.0 0.0 -0.1
N -2.9216 3.7744 -0.2027 -0.1 0.0 0.0
C -4.1428 2.9911 -0.2985 0.0 0.1 0.0
C -1.9193 3.7969 -1.1116 -0.1 0.0 0.1
Se -1.8393 2.8933 -2.7357 0.1 0.0 0.0
H 0.5851 5.9266 -1.0027 0.0 0.0 0.0
H 0.2452 4.7180 -2.2647 0.0 0.0 0.0
H 1.0682 4.2215 -0.7721 0.0 0.0 0.0
H -0.7875 5.7794 1.2116 0.0 0.0 0.0
H -3.2601 4.6852 1.7184 0.0 0.0 0.0
H -5.0005 3.6392 -0.1247 0.0 0.0 0.0
H -4.1298 2.1872 0.4369 0.0 0.0 0.0
H -4.1997 2.5682 -1.2977 0.0 0.0 0.0
C -2.2985 -1.3428 -4.5096 0.0 0.0 0.0
Si -1.8763 -2.5648 -3.1044 -0.4 -0.6 -0.9
C -0.9348 -3.9987 -3.9631 0.0 0.0 0.0
C -3.5743 -3.3824 -2.7261 0.0 0.0 0.0
H -2.6898 -1.8458 -5.4010 0.0 0.0 0.0
H -1.4256 -0.7590 -4.8132 0.0 0.0 0.0
H -3.0595 -0.6319 -4.1696 0.0 0.0 0.0
H -1.4112 -4.3153 -4.8975 0.0 0.0 0.0
H -0.8975 -4.8692 -3.2994 0.0 0.0 0.0
H 0.0966 -3.7200 -4.1971 0.0 0.0 0.0
H -4.0326 -3.8011 -3.6292 0.0 0.0 0.0
H -4.2818 -2.6593 -2.3060 0.0 0.0 0.0
H -3.4655 -4.1936 -2.0018 0.0 0.0 0.0
```
Positions in Å, forces in eV/Å.

Output
* ΔE to the lowest compared entry with this formula, charge and spin: 10.8 kcal per mole
* LUMO: 0.24 eV
* orbital gap: 6.42 eV